Computed, not measured: a 10-piece molecular cluster, C23H55Cl8N3O6 overall at a distorted geometry, with ωB97M-V/def2-TZVPD.

The geometry in XYZ format:
```
95
Properties=species:S:1:pos:R:3:forces:R:3:lowdin_charge:R:1
Cl -3.79142 -3.63787 2.73142 0.00 -0.77 -0.18 0.59
C -3.34277 -2.45761 1.50947 1.12 2.05 0.61 -0.67
C -4.31570 -1.27930 1.67102 -0.79 -1.00 -0.51 -0.68
Cl -3.69841 0.28624 1.15838 0.05 0.03 -0.43 0.63
H -3.18827 -2.82125 0.49359 -0.73 -0.36 0.14 0.07
H -2.37155 -2.04196 1.77792 0.23 -0.32 0.28 0.04
H -4.63658 -1.16874 2.70684 0.18 -0.16 -0.16 0.04
H -5.17658 -1.55958 1.06404 -0.28 0.52 0.11 0.06
Cl -0.45263 2.65233 -0.38521 -0.05 -0.55 0.48 0.60
C -0.16705 1.06888 0.41080 0.31 -1.29 -0.65 -0.61
C -0.04688 -0.08053 -0.65403 -0.19 0.09 1.03 -0.64
Cl -1.51698 -0.16812 -1.63998 -0.18 0.14 -0.40 0.57
H -0.94522 0.75527 1.10666 -0.55 0.65 -0.36 0.01
H 0.69320 1.14225 1.07614 0.45 0.17 -0.57 0.06
H -0.07251 -1.05449 -0.16531 0.30 0.18 0.47 0.04
H 0.81008 -0.13280 -1.32557 0.01 0.62 0.09 0.01
Cl -4.25226 3.37103 3.93041 -0.48 -0.60 0.25 0.54
C -3.03887 3.80137 2.71582 -0.22 0.66 -0.71 -0.69
C -3.65550 4.84248 1.76099 0.39 -0.40 0.17 -0.63
Cl -3.99782 6.29310 2.75770 -0.25 0.09 -0.65 0.52
H -2.74031 2.90951 2.16487 0.12 0.02 0.28 0.03
H -2.24750 4.22362 3.33511 0.21 -0.07 -0.63 0.04
H -4.51747 4.43663 1.23147 -0.59 0.13 0.77 0.07
H -3.05736 5.13234 0.89710 0.79 0.11 0.54 0.06
Cl 0.19317 -5.71007 -4.62806 -0.10 -0.56 -0.21 0.56
C 1.12354 -4.29257 -4.07847 -0.86 -0.75 1.41 -0.66
C 0.06994 -3.26826 -3.63360 0.65 0.02 -1.87 -0.65
Cl 0.90961 -1.69572 -3.67639 -0.08 0.33 0.33 0.58
H 1.79199 -4.02662 -4.89735 -0.22 0.40 0.39 0.07
H 1.62166 -4.64095 -3.17370 0.62 0.13 -0.36 0.04
H -0.43250 -3.44936 -2.68341 0.39 -0.02 -0.07 0.07
H -0.64596 -3.27940 -4.45547 -0.31 0.46 0.35 0.05
C 0.71860 3.84632 3.10488 -0.63 0.06 0.02 -0.03
C 0.70520 5.05219 2.11329 1.06 -1.56 -0.18 -0.51
C 0.52938 6.37917 2.75198 0.45 -0.27 0.86 -0.06
O 1.98385 5.04794 1.50149 -0.01 1.07 0.19 -0.08
H 1.27535 4.05580 4.01826 0.00 0.48 0.03 0.08
H 1.22068 2.95990 2.71724 0.08 0.12 -0.59 0.06
H -0.25807 3.46483 3.40267 -0.20 0.26 0.02 0.04
H -0.01776 4.95865 1.30294 -0.52 -0.47 0.16 0.09
H 1.33937 6.45230 3.47770 0.02 0.30 0.18 0.08
H -0.41015 6.35599 3.30412 -0.18 0.68 -0.22 0.08
H 0.68330 7.16331 2.01068 -0.54 0.11 0.16 0.09
H 2.20125 4.14197 1.27008 0.29 -0.10 -0.28 0.00
C -4.43645 -2.17886 -4.81249 -0.16 0.02 2.03 -0.04
C -5.34634 -1.75416 -3.59447 -0.37 -0.19 -2.20 -0.43
C -4.67068 -1.39011 -2.29053 0.49 0.80 0.41 -0.08
O -6.30424 -0.74613 -4.06679 0.74 -0.51 0.82 -0.06
H -3.89979 -1.35613 -5.28493 -0.17 0.15 0.00 0.08
H -5.00210 -2.77510 -5.52848 0.06 0.21 0.00 0.08
H -3.69584 -2.80307 -4.31252 0.31 -0.31 -0.48 0.06
H -5.97118 -2.63122 -3.42583 -0.05 -0.05 0.27 0.12
H -3.99976 -2.10495 -1.81410 -0.50 -1.00 -0.35 0.06
H -5.44462 -1.13042 -1.56824 0.05 0.10 0.05 0.08
H -3.94023 -0.58140 -2.31374 -0.57 0.66 -0.59 0.01
H -5.90761 -0.31801 -4.82903 0.04 0.12 0.04 0.07
C 1.47613 -3.77848 0.05183 0.82 0.92 1.27 -0.05
C 2.71841 -4.66426 0.00480 0.94 0.86 -0.26 -0.51
C 4.00899 -3.89200 0.29456 -0.98 0.74 0.34 -0.04
O 2.70894 -5.71948 0.93402 -0.85 -0.76 -0.64 -0.03
H 0.56586 -4.16893 -0.40320 0.17 -0.05 0.03 0.08
H 1.75315 -2.78717 -0.30690 -0.27 -0.04 -0.86 0.06
H 1.32788 -3.51810 1.09984 -0.54 -0.42 0.29 0.08
H 2.70472 -5.07616 -1.00429 0.57 -0.19 -0.31 0.12
H 4.03254 -3.63763 1.35419 -0.41 0.08 0.22 0.09
H 3.88100 -2.94253 -0.22529 0.94 0.05 -0.23 0.06
H 4.96149 -4.41135 0.18913 -0.28 -0.08 -0.82 0.08
H 2.27887 -6.35781 0.36028 -0.15 -1.07 0.95 0.09
O 5.87156 0.09869 -0.83555 -0.12 4.06 3.20 0.09
C 5.60072 -0.73730 -1.59642 -1.16 -2.81 -3.68 -0.63
N 6.52400 -1.70940 -1.77744 0.49 -1.40 -0.45 0.14
C 4.29724 -0.82635 -2.45884 0.61 0.71 0.44 -0.01
H 7.25832 -1.69781 -1.08410 0.05 -0.08 -0.32 0.11
H 6.49076 -2.46891 -2.44238 -0.24 0.23 0.24 0.10
H 3.59726 -0.08191 -2.07946 -0.23 -0.57 0.68 0.04
H 3.92666 -1.85023 -2.50827 -0.23 0.21 0.11 0.05
H 4.37444 -0.43020 -3.47136 0.82 -0.39 -0.25 0.08
O -1.71914 1.00971 3.45832 1.14 -2.41 0.70 -0.05
C -1.44546 -0.02990 4.10555 1.27 3.64 0.06 -0.56
N -2.38711 -0.76061 4.65945 -2.59 -1.59 1.46 0.17
C -0.03072 -0.45349 4.52308 0.52 -0.08 -0.72 0.01
H -2.26075 -1.28416 5.51387 0.79 -0.24 -0.39 0.12
H -3.34512 -0.44076 4.66358 0.09 0.47 -0.66 0.12
H 0.52484 -0.72464 3.62535 0.01 -0.06 -0.13 0.07
H 0.04569 -1.30369 5.20089 -0.51 -0.12 -0.12 0.07
H 0.57969 0.31990 4.98934 -0.52 0.47 -0.15 0.09
O 2.93386 3.00527 0.34514 0.59 -1.32 -0.23 0.00
C 3.39451 3.05537 -0.79191 0.54 3.03 2.64 -0.57
N 2.81098 2.47754 -1.79813 -0.03 -1.11 -2.45 0.19
C 4.52542 4.05830 -1.12414 0.11 -0.63 1.15 0.01
H 2.06297 1.81220 -1.66431 0.02 0.34 -0.12 0.08
H 3.23247 2.67223 -2.69509 -0.51 -0.52 -0.10 0.12
H 5.05213 4.34178 -0.21291 -0.07 -0.64 0.31 0.08
H 4.13242 5.04592 -1.36552 -0.25 -0.32 -0.97 0.09
H 5.27712 3.59768 -1.76512 -0.21 0.48 -0.51 0.08
```
Positions in Å, forces in eV/Å.

Results
SMILES string   CC(N)=O.CC(N)=O.CC(N)=O.CC(C)O.CC(C)O.CC(C)O.ClCCCl.ClCCCl.ClCCCl.ClCCCl
Largest force on an atom   5.2 eV Å⁻¹
Highest occupied orbital energy   -8.931 eV
M   753.33 g mol⁻¹
Energy relative to the best compared isomer or geometry (same formula, charge and spin)   294.4 kJ/mol
LUMO   0.1074 eV
Total charge   0
Spin multiplicity   1



Computed, not measured: C23H55FN3O4PS as an isolated structure at a distorted geometry, with ωB97M-V/def2-TZVPD.

The geometry in XYZ format:
```
88
Properties=species:S:1:pos:R:3:forces:R:3:lowdin_charge:R:1
C -5.02942 8.05453 -3.40664 -0.02 0.99 -0.51 -0.16
C -4.30966 9.23714 -2.62671 -0.04 -0.86 -1.37 -0.42
P -3.24556 8.70166 -1.17406 -0.31 1.73 0.61 0.96
C -1.46880 8.72884 -1.80830 -0.24 -0.51 -0.62 -0.28
C -3.53738 6.89545 -0.70051 1.77 -0.43 0.67 -0.46
O -4.86856 6.34921 -0.74233 1.27 -1.67 0.53 -0.21
S -4.64841 4.95826 0.17000 -1.44 -3.91 -0.86 0.79
O -3.61132 4.02422 -0.35138 -1.84 3.42 1.23 -0.26
O -5.94578 4.27272 0.31461 2.63 2.79 0.50 -0.25
O -4.07006 5.80505 1.50107 -0.81 -0.15 -2.87 -0.13
C -3.17954 6.76737 0.86489 0.72 -0.26 1.45 -0.33
F -1.92212 6.21227 1.14782 -0.78 1.10 -1.08 0.01
H -5.81940 7.54651 -2.80265 0.89 0.27 -0.44 0.06
H -4.26199 7.34520 -3.81957 -0.86 0.45 0.56 0.08
H -5.54664 8.53326 -4.28908 0.46 -0.64 0.81 0.07
H -3.60826 9.71268 -3.37554 -0.56 -0.39 0.90 0.07
H -5.05614 10.03180 -2.36506 0.76 -0.85 0.21 0.07
H -0.97510 9.71040 -1.57450 -0.62 -1.03 0.14 0.04
H -1.44039 8.63673 -2.93048 0.08 -0.28 1.07 0.04
H -0.94236 7.86906 -1.30421 -0.22 0.99 -0.63 0.04
H -2.77887 6.24753 -1.21836 -0.92 0.26 0.23 0.12
H -3.25652 7.74570 1.41141 -0.01 -1.03 -0.49 0.15
C -1.21210 3.18091 -2.08318 0.23 -0.05 0.03 -0.10
C -2.00872 1.92347 -2.40110 0.06 0.12 0.01 -0.26
N -2.07722 1.62459 -3.82409 -0.24 -0.05 -0.28 -0.19
C -3.07565 0.61557 -4.15606 -0.20 0.11 0.06 -0.25
C -2.87028 -0.79630 -3.60663 -0.06 -0.23 -0.10 -0.09
C -0.80190 1.49451 -4.51354 0.17 0.27 0.04 -0.25
C 0.18628 0.45233 -3.98936 0.20 -0.14 -0.13 -0.08
H -1.58741 4.03710 -2.64917 0.00 -0.07 -0.05 0.07
H -1.30068 3.41616 -1.02171 -0.01 -0.05 -0.06 0.06
H -0.14862 3.05713 -2.30258 -0.03 0.03 -0.04 0.07
H -3.02433 2.08504 -2.02864 -0.02 -0.15 -0.16 0.11
H -1.59442 1.08339 -1.82437 0.04 0.00 0.11 0.10
H -3.18137 0.55969 -5.24435 0.17 0.07 0.02 0.11
H -4.04671 0.97761 -3.80013 0.11 0.09 0.09 0.11
H -2.07542 -1.32461 -4.13365 0.03 0.01 0.10 0.06
H -3.78444 -1.37971 -3.74818 0.03 0.04 0.02 0.07
H -2.64583 -0.79861 -2.53870 0.02 0.03 -0.03 0.06
H -0.30442 2.46980 -4.49646 -0.07 -0.01 0.11 0.10
H -0.98325 1.30676 -5.57654 -0.22 -0.06 0.10 0.11
H 0.29528 0.48971 -2.90434 -0.07 0.02 -0.04 0.04
H 1.17500 0.63692 -4.41913 -0.03 0.01 0.01 0.08
H -0.09945 -0.55955 -4.27582 -0.01 -0.01 0.12 0.06
C 3.94662 -2.29831 1.81074 0.09 -0.04 -0.08 -0.08
C 2.58062 -2.20184 1.14393 0.18 -0.03 0.01 -0.28
N 2.51993 -1.20151 0.09053 -0.20 0.31 -0.09 -0.19
C 1.16084 -0.89235 -0.33684 -0.12 0.06 0.21 -0.25
C 0.35115 -2.00913 -0.99652 -0.17 0.03 -0.18 -0.08
C 3.49722 -1.33737 -0.98048 0.33 -0.02 0.12 -0.25
C 3.52383 -2.65317 -1.76001 0.06 -0.06 -0.21 -0.08
H 4.27782 -1.32294 2.17375 -0.03 -0.01 -0.08 0.08
H 3.89375 -2.97396 2.66683 0.01 0.01 -0.05 0.05
H 4.70524 -2.69250 1.13104 0.00 0.04 0.03 0.07
H 1.86073 -1.93214 1.92326 -0.13 0.10 -0.20 0.11
H 2.28936 -3.19851 0.78150 -0.01 -0.10 0.08 0.10
H 1.18407 -0.02808 -1.00745 0.19 -0.06 0.01 0.09
H 0.60459 -0.54716 0.54213 0.12 -0.07 0.07 0.11
H 0.68900 -2.20799 -2.01387 0.01 -0.07 0.05 0.05
H -0.69812 -1.70764 -1.06622 0.04 0.00 0.01 0.06
H 0.38443 -2.93927 -0.42662 0.04 0.03 -0.01 0.07
H 4.49301 -1.17765 -0.55411 -0.08 -0.05 0.09 0.10
H 3.37394 -0.51079 -1.68727 -0.22 0.00 0.12 0.11
H 3.49387 -3.52702 -1.10589 -0.03 0.05 0.01 0.07
H 4.44945 -2.71556 -2.33868 -0.02 0.01 0.03 0.07
H 2.70106 -2.72277 -2.47095 -0.02 -0.08 0.07 0.05
C 4.65522 -8.10972 5.31863 -0.05 -0.03 0.08 -0.09
C 4.05852 -6.78202 4.86968 0.01 -0.14 0.08 -0.28
N 2.75979 -6.91854 4.22932 -0.17 0.09 -0.33 -0.20
C 2.32796 -5.71246 3.53326 0.16 0.03 -0.16 -0.25
C 2.06963 -4.46045 4.37136 -0.18 0.17 -0.02 -0.08
C 1.73050 -7.59714 5.00454 0.10 -0.31 0.12 -0.25
C 1.37608 -7.02347 6.37749 -0.18 0.00 0.13 -0.09
H 4.69470 -8.82220 4.49190 -0.07 0.04 0.02 0.08
H 5.67505 -7.95482 5.67726 -0.05 0.02 0.00 0.07
H 4.08647 -8.55679 6.13671 0.03 -0.02 -0.04 0.06
H 4.75715 -6.34221 4.15116 -0.21 0.11 -0.08 0.12
H 4.02297 -6.09775 5.72937 0.09 0.03 0.06 0.10
H 1.43051 -5.93744 2.94822 0.00 -0.13 0.13 0.11
H 3.09227 -5.46633 2.78668 0.08 -0.09 0.09 0.10
H 1.14106 -4.53684 4.93706 0.07 0.00 0.07 0.06
H 1.96614 -3.59534 3.71101 -0.01 -0.04 0.03 0.05
H 2.88625 -4.24555 5.06286 -0.02 -0.04 -0.01 0.07
H 2.04081 -8.63784 5.14374 0.10 0.07 -0.01 0.10
H 0.81742 -7.66897 4.40558 0.13 0.17 -0.12 0.11
H 2.26059 -6.78550 6.97180 0.00 0.00 -0.05 0.07
H 0.79727 -7.75955 6.94189 0.03 0.01 -0.03 0.07
H 0.75916 -6.12891 6.29897 0.10 0.04 0.05 0.05
```
Positions in Å, forces in eV/Å.

Results
Largest force on an atom   4.3 eV Å⁻¹
Highest occupied orbital energy   -7.947 eV
M   519.75 g mol⁻¹
Energy relative to the best compared isomer or geometry (same formula, charge and spin)   190.0 kJ/mol
LUMO   0.4472 eV
Total charge   0
Spin multiplicity   1